Record 1
Below is 2 unconnected molecules or ions with the total composition C4H9NS, with properties calculated with wB97M-V/def2-TZVPD.

Summary:
**Kohn-Sham gap (alpha / beta)**: 9.30 / 7.31 eV
**Multiplicity**: 1
**LUMO energy (alpha / beta)**: 0.6 / 0.3 eV
**Net charge**: 0
**Strongest force on any atom**: 0.07843 Eh/bohr
**Energy relative to the best compared isomer or geometry (same formula, charge and spin)**: 98.7 kcal/mol

Geometry (Å):
C (-2.657, -0.137, 0.198)
C (1.097, 0.413, 1.079)
C (0.782, 0.377, -1.425)
C (0.451, -0.172, -0.096)
N (-1.973, 0.835, 0.065)
S (-0.040, -1.883, -0.103)
H (-3.673, -0.037, 0.517)
H (-2.354, -1.141, -0.071)
H (0.976, -0.249, 1.982)
H (0.865, 1.537, 1.113)
H (2.219, 0.251, 0.818)
H (0.227, -0.196, -2.275)
H (0.595, 1.421, -1.594)
H (1.770, 0.251, -1.620)
H (-0.366, -1.847, 1.163)

Record 2
Below is a molecular structure, C43H49AsBrFeN2S, with properties calculated with wB97M-V/def2-TZVPD.

Summary:
**Kohn-Sham gap (alpha / beta)**: 5.76 / 5.89 eV
**Multiplicity**: 5
**LUMO energy (alpha / beta)**: 2.2 / 2.2 eV
**Net charge**: -1
**Strongest force on any atom**: 0.04103 Eh/bohr

Geometry (Å):
Fe (-0.228, 0.006, 0.120)
C (-2.404, 2.902, -0.005)
C (-0.980, 3.337, -0.129)
C (-0.715, 4.692, -0.237)
C (0.590, 5.158, -0.218)
C (1.630, 4.210, -0.211)
C (2.978, 4.581, -0.118)
C (3.974, 3.620, -0.106)
C (3.652, 2.285, -0.262)
C (2.314, 1.881, -0.354)
S (1.912, 0.194, -0.597)
C (1.275, 2.829, -0.251)
N (-0.012, 2.398, -0.107)
H (-2.916, 3.502, 0.746)
H (-2.445, 1.853, 0.265)
H (-2.914, 3.033, -0.960)
H (-1.546, 5.386, -0.256)
H (0.821, 6.213, -0.175)
H (3.222, 5.632, -0.038)
H (5.009, 3.920, 0.007)
H (4.434, 1.541, -0.326)
C (-5.949, 1.391, -3.114)
C (-4.522, 1.055, -2.770)
C (-3.490, 1.520, -3.571)
C (-2.178, 1.170, -3.259)
C (-1.032, 1.663, -4.091)
C (-1.929, 0.397, -2.152)
C (-2.938, 0.012, -1.224)
C (-4.261, 0.317, -1.628)
N (-2.474, -0.498, -0.070)
C (-3.209, -1.016, 1.075)
C (-2.716, -2.454, 1.325)
C (-3.206, -3.009, 2.659)
C (-2.732, -2.112, 3.802)
C (-3.290, -0.707, 3.594)
C (-4.817, -0.746, 3.556)
C (-5.262, -1.646, 2.405)
C (-4.731, -3.059, 2.649)
C (-4.749, -1.072, 1.076)
C (-2.775, -0.151, 2.274)
H (-6.010, 1.887, -4.082)
H (-6.379, 2.058, -2.366)
H (-6.562, 0.490, -3.150)
H (-3.698, 2.146, -4.429)
H (-1.386, 2.127, -5.008)
H (-0.358, 0.848, -4.342)
H (-0.465, 2.402, -3.526)
H (-0.898, 0.098, -1.940)
H (-5.110, 0.022, -1.039)
H (-1.631, -2.423, 1.312)
H (-3.037, -3.096, 0.501)
H (-2.799, -4.019, 2.798)
H (-1.637, -2.075, 3.814)
H (-3.070, -2.519, 4.760)
H (-2.967, -0.058, 4.420)
H (-5.204, 0.266, 3.411)
H (-5.208, -1.126, 4.505)
H (-6.360, -1.680, 2.373)
H (-5.077, -3.743, 1.869)
H (-5.098, -3.428, 3.611)
H (-5.166, -0.068, 0.962)
H (-5.103, -1.698, 0.254)
H (-1.675, -0.127, 2.265)
H (-3.145, 0.865, 2.126)
Br (0.479, -6.737, -0.314)
C (0.427, -4.823, -0.160)
C (0.671, -4.243, 1.068)
C (0.595, -2.863, 1.178)
C (0.240, -2.038, 0.107)
C (0.042, -2.680, -1.116)
C (0.141, -4.054, -1.268)
H (0.899, -4.856, 1.931)
H (0.788, -2.426, 2.161)
H (-0.214, -2.096, -1.988)
H (-0.005, -4.510, -2.236)
C (0.677, -0.172, 4.756)
As (0.908, 0.258, 2.814)
C (2.874, 0.190, 2.876)
C (0.650, 2.226, 2.922)
C (1.120, 2.944, 4.125)
C (2.452, 3.345, 4.207)
C (2.909, 4.086, 5.279)
C (2.036, 4.461, 6.287)
C (0.711, 4.063, 6.223)
C (0.260, 3.300, 5.162)
H (1.317, 0.478, 5.352)
H (0.960, -1.206, 4.958)
H (-0.355, -0.036, 5.074)
H (3.264, 0.705, 3.755)
H (3.284, 0.644, 1.976)
H (3.197, -0.852, 2.901)
H (-0.408, 2.426, 2.730)
H (1.214, 2.588, 2.064)
H (3.113, 3.114, 3.384)
H (3.943, 4.398, 5.312)
H (2.378, 5.086, 7.098)
H (0.016, 4.372, 6.993)
H (-0.782, 3.012, 5.106)

Record 3
Below is 18 unconnected molecules or ions with the total composition C42H61Cl10N13O14, with properties calculated with wB97M-V/def2-TZVPD.

Summary:
**Kohn-Sham gap**: 8.66 eV
**Multiplicity**: 1
**LUMO energy**: -0.5 eV
**Net charge**: 0
**Strongest force on any atom**: 0.07911 Eh/bohr

Geometry (Å):
N (-5.903, -2.389, -0.713)
C (-6.103, -1.848, -1.933)
C (-5.794, -0.515, -2.199)
C (-5.179, 0.212, -1.179)
C (-4.941, -0.242, 0.057)
C (-5.323, -1.578, 0.219)
H (-6.606, -2.395, -2.717)
H (-5.692, -0.147, -3.210)
H (-4.863, 1.180, -1.539)
H (-4.575, 0.293, 0.921)
H (-5.119, -1.998, 1.192)
N (-1.300, -4.112, -5.682)
C (-0.128, -3.472, -5.733)
C (0.341, -2.625, -4.811)
C (-0.576, -2.203, -3.767)
C (-1.814, -2.879, -3.658)
C (-2.129, -3.761, -4.662)
H (0.543, -3.940, -6.438)
H (1.354, -2.251, -4.776)
H (-0.094, -1.553, -3.051)
H (-2.585, -2.770, -2.909)
H (-3.074, -4.281, -4.606)
N (2.934, 7.415, -0.564)
C (3.170, 7.627, 0.807)
C (2.516, 6.949, 1.828)
C (1.533, 6.015, 1.427)
C (1.253, 5.810, 0.082)
C (1.946, 6.552, -0.861)
H (3.891, 8.412, 0.982)
H (2.800, 7.043, 2.865)
H (1.124, 5.326, 2.152)
H (0.695, 4.945, -0.243)
H (1.768, 6.320, -1.901)
N (-2.195, 5.478, 2.780)
C (-2.430, 4.858, 1.574)
C (-1.727, 3.795, 1.007)
C (-0.773, 3.179, 1.834)
C (-0.552, 3.652, 3.104)
C (-1.249, 4.752, 3.533)
H (-3.178, 5.321, 0.947)
H (-2.027, 3.522, 0.006)
H (-0.360, 2.208, 1.607)
H (0.128, 3.181, 3.798)
H (-1.074, 5.139, 4.527)
N (5.580, 1.216, 3.477)
C (5.510, 2.610, 3.359)
C (4.409, 3.274, 2.899)
C (3.280, 2.564, 2.451)
C (3.298, 1.169, 2.475)
C (4.477, 0.593, 2.953)
H (6.376, 3.212, 3.596)
H (4.447, 4.345, 2.759)
H (2.487, 3.068, 1.918)
H (2.538, 0.565, 2.001)
H (4.613, -0.477, 3.021)
N (-2.227, 5.582, -1.968)
C (-2.840, 6.617, -2.575)
C (-2.306, 7.296, -3.693)
C (-1.194, 6.734, -4.293)
C (-0.427, 5.775, -3.657)
C (-1.011, 5.132, -2.501)
H (-3.795, 6.917, -2.171)
H (-2.866, 8.152, -4.038)
H (-0.869, 7.036, -5.277)
H (0.526, 5.468, -4.061)
H (-0.566, 4.219, -2.136)
C (0.088, -5.208, 2.514)
N (-0.072, -4.626, 1.154)
O (0.626, -4.987, 0.252)
O (-1.003, -3.836, 1.074)
H (0.733, -6.083, 2.429)
H (-0.890, -5.511, 2.887)
H (0.586, -4.431, 3.094)
C (-2.946, 1.471, 5.438)
N (-2.261, 2.343, 6.361)
O (-1.209, 1.930, 6.842)
O (-2.585, 3.516, 6.369)
H (-3.109, 0.476, 5.851)
H (-2.474, 1.351, 4.463)
H (-3.928, 1.836, 5.136)
C (3.746, -5.432, 0.484)
N (4.628, -4.482, 1.212)
O (4.519, -3.258, 1.053)
O (5.541, -5.072, 1.822)
H (3.147, -5.918, 1.254)
H (4.323, -6.076, -0.179)
H (3.193, -4.866, -0.266)
C (-0.007, -5.634, -2.594)
N (-1.216, -6.464, -2.236)
O (-1.130, -7.312, -1.343)
O (-2.235, -6.204, -2.874)
H (0.954, -5.964, -2.203)
H (-0.209, -4.664, -2.140)
H (0.036, -5.642, -3.684)
C (3.015, 1.530, -2.696)
N (1.819, 2.495, -2.611)
O (0.703, 2.032, -2.599)
O (2.080, 3.691, -2.620)
H (3.403, 1.490, -1.678)
H (3.735, 1.941, -3.403)
H (2.591, 0.570, -2.992)
C (-3.713, -3.780, 3.231)
N (-2.750, -2.899, 3.911)
O (-3.171, -1.783, 4.155)
O (-1.651, -3.414, 4.255)
H (-4.692, -3.311, 3.332)
H (-3.649, -4.777, 3.667)
H (-3.446, -3.947, 2.188)
C (1.055, -0.328, 5.787)
N (0.777, -0.684, 4.357)
O (1.213, -1.778, 3.909)
O (0.191, 0.054, 3.656)
H (1.471, -1.271, 6.141)
H (0.217, 0.096, 6.339)
H (1.948, 0.297, 5.772)
C (-0.367, -1.112, 0.051)
Cl (1.428, -1.233, 0.125)
Cl (-1.040, 0.413, -0.635)
H (-0.774, -1.998, -0.438)
H (-0.693, -1.400, 1.050)
C (-2.602, 0.899, -5.097)
Cl (-1.629, 2.406, -4.974)
Cl (-3.412, 0.580, -6.617)
H (-1.883, 0.099, -4.922)
H (-3.405, 0.858, -4.361)
C (-3.036, -7.078, 0.882)
Cl (-3.718, -7.223, 2.471)
Cl (-3.462, -5.465, 0.233)
H (-1.954, -7.212, 0.895)
H (-3.491, -7.755, 0.160)
C (4.188, -3.578, -3.874)
Cl (4.507, -2.302, -2.747)
Cl (3.342, -4.859, -3.021)
H (3.622, -3.172, -4.712)
H (5.152, -3.888, -4.278)
C (6.549, -0.089, -1.781)
Cl (7.811, 0.854, -0.820)
Cl (6.325, 0.642, -3.348)
H (6.882, -1.121, -1.895)
H (5.592, -0.034, -1.262)

Record 4
Below is a single C5H7N molecule, with properties calculated with wB97M-V/def2-TZVPD.

Summary:
**Kohn-Sham gap**: 10.45 eV
**SMILES**: C#C[C@@H]1N[C@@H]1C
**Multiplicity**: 1
**LUMO energy**: 1.1 eV
**Net charge**: 0
**Strongest force on any atom**: 0.02812 Eh/bohr
**Energy relative to the best compared isomer or geometry (same formula, charge and spin)**: 79.9 kcal/mol

Geometry (Å):
C (-1.309, -1.799, 1.105)
C (-1.104, -0.986, 0.240)
C (-0.843, 0.023, -0.768)
N (0.189, -0.221, -1.764)
C (0.434, 0.764, -0.659)
C (1.137, 0.819, 0.689)
H (-1.518, -2.524, 1.861)
H (-1.719, 0.557, -1.112)
H (0.622, -1.130, -1.625)
H (0.469, 1.778, -1.060)
H (1.100, -0.032, 1.377)
H (2.167, 1.215, 0.666)
H (0.376, 1.536, 1.050)

Q: Number 2 is which compound?
A: C43H49AsBrFeN2S

What did the fourth record say?
Below is a single C5H7N molecule, with properties calculated with wB97M-V/def2-TZVPD.

Summary:
**Kohn-Sham gap**: 10.45 eV
**SMILES**: C#C[C@@H]1N[C@@H]1C
**Multiplicity**: 1
**LUMO energy**: 1.1 eV
**Net charge**: 0
**Strongest force on any atom**: 0.02812 Eh/bohr
**Energy relative to the best compared isomer or geometry (same formula, charge and spin)**: 79.9 kcal/mol

Geometry (Å):
C (-1.309, -1.799, 1.105)
C (-1.104, -0.986, 0.240)
C (-0.843, 0.023, -0.768)
N (0.189, -0.221, -1.764)
C (0.434, 0.764, -0.659)
C (1.137, 0.819, 0.689)
H (-1.518, -2.524, 1.861)
H (-1.719, 0.557, -1.112)
H (0.622, -1.130, -1.625)
H (0.469, 1.778, -1.060)
H (1.100, -0.032, 1.377)
H (2.167, 1.215, 0.666)
H (0.376, 1.536, 1.050)